(1)
Molecular formula: C2HN3O3
Method: DFT, ωB97M-V with the def2-TZVPD basis set

## Properties
multiplicity: 3
energy above the lowest of the compared OMol25 structures with the same formula, charge and spin: 3.6825 eV
orbital gap (alpha / beta): 0.241 / 0.341 hartree
LUMO level (alpha / beta): -0.19 / -1.29 eV
E_HOMO (alpha / beta): -6.746 / -10.560 eV
expectation value of S²: 2.011
charge: 0

XYZ file:
```
9
C2HN3O3 (ωB97M-V with the def2-TZVPD basis set)
C -0.89 0.62 -0.18
C 1.83 0.13 -0.94
N -1.35 0.11 0.92
N -1.24 -1.00 1.60
N 1.10 -0.48 -0.20
O -0.71 1.62 -0.71
O 2.27 0.92 -1.64
O -2.50 -0.66 0.93
H 1.49 -1.25 0.24
```


(2)
Molecular formula: CH2Cl2N2
Method: DFT, ωB97M-V with the def2-TZVPD basis set

## Properties
energy above the lowest of the compared OMol25 structures with the same formula, charge and spin: 1.6586 eV
orbital gap: 0.346 hartree
LUMO level: -0.29 eV
E_HOMO: -9.713 eV
charge: 0

XYZ file:
```
7
CH2Cl2N2 (ωB97M-V with the def2-TZVPD basis set)
N -1.02 0.19 1.03
C -0.17 0.94 0.64
N 0.60 1.85 0.39
Cl 1.29 2.52 -1.02
H -1.27 -0.03 1.98
Cl 0.64 -0.82 -1.93
H 1.25 -0.27 -0.90
```


(3)
Molecular formula: C39H50Br2CrN4O2SSi4Te2
Method: DFT, ωB97M-V with the def2-TZVPD basis set

## Properties
multiplicity: 4
energy above the lowest of the compared OMol25 structures with the same formula, charge and spin: 0.8022 eV
orbital gap (alpha / beta): 0.244 / 0.246 hartree
LUMO level (alpha / beta): 2.05 / 2.08 eV
E_HOMO (alpha / beta): -4.599 / -4.605 eV
expectation value of S²: 3.813
charge: -1

XYZ file:
```
105
C39H50Br2CrN4O2SSi4Te2 (ωB97M-V with the def2-TZVPD basis set)
Cr -0.05 -0.83 -0.55
N 2.64 -0.08 3.13
C 1.35 -0.13 2.65
S 0.40 1.29 2.73
N 1.00 -1.33 2.22
N -0.19 -1.33 1.49
C -1.20 -1.85 2.07
C -2.49 -2.11 1.46
C -3.44 -2.81 2.22
C -4.70 -3.09 1.73
C -5.02 -2.66 0.44
C -4.10 -1.98 -0.33
C -2.81 -1.68 0.16
O -1.97 -1.05 -0.62
H 2.84 0.68 3.76
H 3.10 -0.96 3.30
H -1.06 -2.14 3.11
H -3.16 -3.13 3.22
H -5.42 -3.63 2.33
H -6.00 -2.87 0.03
H -4.33 -1.66 -1.34
C -2.31 1.82 -0.58
C -0.87 2.22 -0.63
C -0.54 3.59 -0.69
C 0.77 3.99 -0.67
C 1.79 3.02 -0.60
C 3.18 3.30 -0.55
Br 3.79 5.10 -0.56
C 4.09 2.29 -0.50
C 3.67 0.95 -0.49
Br 4.96 -0.42 -0.44
C 2.33 0.60 -0.52
O 1.89 -0.62 -0.54
C 1.39 1.68 -0.56
N 0.07 1.31 -0.58
H -2.95 2.71 -0.61
H -2.51 1.27 0.33
H -2.56 1.16 -1.42
H -1.34 4.32 -0.74
H 1.03 5.04 -0.71
H 5.15 2.50 -0.46
Te -0.01 -3.48 -1.16
C 2.05 -3.87 -1.32
C 2.52 -4.52 -2.45
C 3.86 -4.88 -2.53
C 4.71 -4.60 -1.48
C 4.24 -3.94 -0.35
C 2.91 -3.55 -0.27
C -0.32 -4.70 0.59
C -1.36 -5.61 0.48
C -1.72 -6.40 1.57
C -1.04 -6.27 2.77
C -0.01 -5.35 2.88
C 0.35 -4.56 1.80
H 1.85 -4.73 -3.27
H 4.23 -5.37 -3.42
H 5.75 -4.90 -1.53
H 4.92 -3.69 0.45
H 2.56 -2.97 0.57
H -1.90 -5.72 -0.45
H -2.54 -7.11 1.47
H -1.32 -6.88 3.62
H 0.51 -5.23 3.82
H 1.13 -3.82 1.91
C 2.93 -1.48 -6.40
Si 1.09 -1.39 -6.78
C 0.87 -0.95 -8.60
C 0.36 -3.11 -6.55
Si 0.09 0.13 -5.31
Te -0.01 -1.04 -3.18
Si -2.08 0.59 -6.02
C -2.15 1.37 -7.74
C -2.94 1.73 -4.80
C -3.02 -1.04 -6.08
Si 1.39 2.06 -5.27
C 3.03 1.77 -4.40
C 1.73 2.65 -7.03
C 0.50 3.47 -4.38
H 3.38 -2.38 -6.84
H 3.10 -1.50 -5.33
H 3.46 -0.61 -6.80
H 1.50 -1.60 -9.21
H 1.15 0.09 -8.81
H -0.16 -1.08 -8.91
H 1.01 -3.87 -6.99
H -0.62 -3.19 -7.02
H 0.23 -3.34 -5.49
H -1.76 2.39 -7.73
H -3.19 1.41 -8.09
H -1.57 0.80 -8.47
H -2.62 2.76 -4.93
H -2.70 1.44 -3.78
H -4.03 1.68 -4.92
H -2.74 -1.63 -6.96
H -4.10 -0.88 -6.11
H -2.78 -1.64 -5.20
H 3.74 1.27 -5.05
H 2.89 1.14 -3.51
H 3.46 2.72 -4.06
H 2.35 1.94 -7.57
H 2.26 3.61 -7.01
H 0.81 2.78 -7.60
H 0.10 3.15 -3.42
H -0.34 3.85 -4.97
H 1.19 4.30 -4.20
```


(4)
Molecular formula: C15H19Cl2MnO6
Method: DFT, ωB97M-V with the def2-TZVPD basis set

## Properties
multiplicity: 5
orbital gap (alpha / beta): 0.221 / 0.249 hartree
LUMO level (alpha / beta): -6.38 / -8.61 eV
E_HOMO (alpha / beta): -12.383 / -15.377 eV
expectation value of S²: 6.035
charge: +2

XYZ file:
```
43
C15H19Cl2MnO6 (ωB97M-V with the def2-TZVPD basis set)
Mn -0.45 -0.07 0.02
C -2.79 1.09 0.83
C -2.35 2.02 -0.28
O -0.98 1.69 -0.68
C -0.75 1.68 -2.13
C -1.29 0.38 -2.69
O -0.69 -0.62 -1.84
C -0.90 -2.05 -2.01
C -0.05 -2.66 -0.92
O -0.38 -2.00 0.35
C -1.63 -2.47 0.97
C -2.41 -1.28 1.49
O -2.35 -0.26 0.44
H -2.33 1.33 1.78
H -3.88 1.10 0.93
H -2.99 1.93 -1.16
H -2.36 3.05 0.07
H -1.21 2.56 -2.59
H 0.33 1.73 -2.25
H -2.37 0.30 -2.63
H -0.97 0.23 -3.72
H -1.96 -2.26 -1.91
H -0.55 -2.35 -3.00
H -0.19 -3.74 -0.83
H 1.00 -2.44 -1.09
H -2.20 -3.03 0.23
H -1.37 -3.13 1.80
H -3.45 -1.55 1.67
H -1.97 -0.86 2.39
Cl 6.03 1.69 2.57
C 4.69 1.22 1.67
C 4.83 0.87 0.34
C 3.69 0.50 -0.34
Cl 3.80 0.06 -1.98
C 2.40 0.46 0.27
O 1.39 0.10 -0.43
C 2.26 0.83 1.67
C 1.02 0.81 2.31
O -0.14 0.47 1.75
C 3.42 1.20 2.34
H 5.80 0.89 -0.14
H 0.95 1.09 3.36
H 3.38 1.49 3.38
```


What is the charge in the fourth record? +2


What is the charge in the second record? 0


Number 3 is which compound? C39H50Br2CrN4O2SSi4Te2


Among the records above, which one has the lowest charge? C39H50Br2CrN4O2SSi4Te2